15
Properties=species:S:1:pos:R:3:forces:R:3:lowdin_charge:R:1 method="wB97M-V/def2-TZVPD" e_above_lowest_kcal_mol=58.46 homo_lumo_gap_ev=10.5 spin_multiplicity=1
C -1.431 0.783 0.303 0.0 0.1 0.0 -0.11
C -0.571 0.383 -0.902 0.0 0.1 -0.2 -0.23
C 0.927 0.697 -0.799 -0.1 0.2 -0.5 -0.35
O 1.737 0.403 -1.641 -0.5 0.2 0.2 0.04
H -2.405 1.153 -0.029 0.1 -0.1 0.1 0.07
H -1.629 -0.041 1.000 0.2 0.1 -0.2 0.06
H -0.957 1.588 0.877 -0.1 -0.1 -0.1 0.07
H -0.839 0.999 -1.763 -0.2 0.1 -0.1 0.12
H -0.772 -0.647 -1.222 0.3 0.2 0.0 0.11
H 1.182 1.343 0.069 0.1 0.0 -0.2 0.12
C 0.802 -1.595 0.570 0.2 -0.1 0.2 -0.15
N 1.733 -0.853 1.007 -0.4 -0.4 0.2 0.04
H 0.930 -2.079 -0.404 0.1 -0.1 0.3 0.08
H -0.168 -1.751 1.061 0.2 0.0 0.0 0.07
H 1.462 -0.382 1.872 0.0 -0.2 0.1 0.06